The following is a quantum chemistry calculation of 4 unconnected molecules or ions with the total composition C37H64ClF5N2O14PS, from OMol25.

Summary:
- E_HOMO (eV) = -11.46
- total charge = +1

```
125
C37H64ClF5N2O14PS wB97M-V/def2-TZVPD
C 1.4804 7.0960 -7.9599
O 0.8283 5.8419 -7.5962
C -0.2142 5.4950 -8.5382
C 0.2848 4.6667 -9.8244
C 1.8011 4.1335 -9.7189
C 1.8509 2.8444 -8.7245
C 3.3322 2.6161 -8.1318
C 3.4247 2.9573 -6.5519
C 3.5088 1.5994 -5.6564
C 2.0287 1.1461 -5.1425
C 1.4388 2.1058 -3.9934
N 1.4828 1.5678 -2.5891
Cl 3.0181 0.7189 -2.4186
C 0.4396 0.4604 -2.4799
C 0.6595 -0.4347 -1.1359
C 0.8974 0.4878 0.1673
S -0.2143 -0.2326 1.5056
O -1.6778 -0.1963 1.0841
O -0.1226 0.5950 2.7613
C 0.2950 -2.0113 1.8830
F 1.4393 -2.4333 1.1603
F 0.6361 -2.0931 3.2636
C -0.8714 -3.0832 1.6425
F -2.0207 -2.7892 2.4262
F -1.1971 -3.2585 0.2670
F -0.4548 -4.3795 2.0879
C 0.4909 1.9797 -0.1993
C 1.2651 2.6029 -1.4975
C 2.6215 3.3986 -1.0870
C 3.2374 2.9622 0.3161
C 2.8381 3.8175 1.5750
C 3.3522 3.5502 3.0032
C 4.3138 2.3609 3.2393
C 4.7434 1.5289 2.0089
C 5.7544 0.3063 2.2746
C 4.2335 1.8141 0.5777
P 0.0523 4.0047 -2.0442
N -0.3160 4.9725 -0.8031
O -1.3967 3.3232 -2.6092
O 0.7893 5.0717 -3.1808
H 2.6115 6.8999 -7.9277
H 1.2436 7.9208 -7.1891
H 1.1429 7.4302 -8.9956
H -0.7656 6.4396 -8.8874
H -0.9912 4.8472 -7.9985
H 0.1268 5.2792 -10.7847
H -0.3722 3.7184 -9.9113
H 2.2266 3.8353 -10.7503
H 2.5127 4.8990 -9.2527
H 1.4748 1.9031 -9.2771
H 1.1139 3.0095 -7.8612
H 4.0226 3.3387 -8.7013
H 3.6982 1.5584 -8.3666
H 2.5104 3.6003 -6.2711
H 4.3562 3.5956 -6.3865
H 4.1546 1.8492 -4.7324
H 3.9729 0.7725 -6.2893
H 1.3618 1.3039 -6.0767
H 1.9596 0.0284 -4.9207
H 2.1173 3.0430 -4.0043
H 0.3613 2.3562 -4.3281
H -0.6277 0.8648 -2.4409
H 0.4841 -0.2796 -3.3425
H 1.4224 -1.2668 -1.2777
H -0.3607 -0.9601 -0.9797
H 1.9615 0.3412 0.5544
H -0.6371 1.9650 -0.4630
H 0.5636 2.6635 0.7165
H 3.3949 3.4316 -1.9461
H 2.3381 4.5123 -0.9450
H 2.1251 4.6957 1.3858
H 2.9918 4.2502 3.8260
H 4.6504 2.1716 4.3143
H 5.6595 0.0595 3.3969
H 5.2990 -0.6043 1.7324
H 6.8267 0.5157 1.9562
H 4.6116 1.1696 -0.2753
H 0.1928 4.6833 0.0436
H -1.8881 3.9566 -3.1834
H 0.5965 5.9994 -2.8858
C -4.2874 1.6571 2.4965
C -4.7617 0.7229 1.3996
O -6.1777 0.5178 1.4749
C -6.9329 1.5233 1.0006
O -6.5250 2.5529 0.5196
O -8.2228 1.1945 1.1799
C -9.1367 2.2250 0.8071
H -4.6141 1.2970 3.4755
H -3.1981 1.7366 2.4919
H -4.7045 2.6591 2.3714
H -4.2960 -0.2561 1.5320
H -4.4752 1.0850 0.4077
H -8.9551 2.5676 -0.2137
H -9.0656 3.0577 1.5105
H -10.1451 1.8129 0.8582
C 0.3232 -4.8992 4.6605
C 0.3484 -4.1344 5.9703
O 0.3713 -5.0283 7.0902
C 1.5612 -5.5954 7.3535
O 2.5869 -5.4101 6.7457
O 1.4024 -6.4283 8.3965
C 2.5748 -7.1757 8.7194
H -0.5027 -5.6155 4.6492
H 0.2134 -4.2174 3.8184
H 1.2425 -5.4729 4.5186
H -0.5653 -3.5426 6.0617
H 1.1901 -3.4372 6.0155
H 3.4365 -6.5210 8.8646
H 2.7765 -7.9087 7.9351
H 2.3859 -7.7088 9.6520
C -5.0330 -8.7155 5.2945
C -5.3197 -9.0198 6.7528
O -4.1049 -9.1618 7.4985
C -3.4856 -8.0122 7.8190
O -3.8659 -6.8997 7.5448
O -2.3543 -8.3185 8.4743
C -1.5453 -7.1838 8.7883
H -4.3592 -9.4650 4.8711
H -5.9579 -8.7000 4.7139
H -4.5416 -7.7464 5.1813
H -5.8452 -9.9745 6.8270
H -5.9643 -8.2608 7.2051
H -2.1178 -6.4231 9.3236
H -1.1161 -6.7699 7.8751
H -0.7321 -7.5182 9.4324
```

The following is a quantum chemistry calculation of 6 unconnected molecules or ions with the total composition C37H64ClNO14P, from OMol25.

Summary:
- E_HOMO (eV) = -8.77
- total charge = +1

```
118
C37H64ClNO14P wB97M-V/def2-TZVPD
C -9.3789 1.7584 -1.6174
C -7.9114 2.0604 -1.9129
C -6.9261 1.3774 -0.9403
C -6.8507 -0.1067 -1.1842
C -6.3554 -0.4441 -2.5649
C -7.3551 0.0313 -3.5491
N -7.6812 1.5319 -3.3518
O -8.5293 2.0817 -4.3929
C -8.5907 -0.8700 -3.6121
C -6.5996 -0.0424 -4.9091
C -7.6895 3.6012 -1.8904
H -10.1227 2.2682 -2.2296
H -9.5603 1.9681 -0.5632
H -9.6604 0.7081 -1.5412
H -7.2612 1.5500 0.0825
H -5.9780 1.9139 -0.9770
H -7.7885 -0.5424 -0.8395
H -6.1669 -0.5221 -0.4440
H -6.5039 -1.5239 -2.5598
H -5.3205 -0.3003 -2.8754
H -8.2543 -1.8707 -3.8834
H -9.3161 -0.5410 -4.3561
H -9.0927 -0.9609 -2.6489
H -5.9595 -0.9122 -5.0567
H -5.9132 0.8038 -4.9416
H -7.2949 0.2200 -5.7065
H -6.6044 3.6814 -1.8251
H -8.2775 4.0657 -1.0988
H -8.0785 4.0829 -2.7875
C 4.6747 -2.6205 -0.7205
C 5.3553 -3.7403 0.0364
C 4.3808 -4.8897 0.5089
C 3.5949 -4.3865 1.7300
P 2.1371 -5.2983 2.0886
C 1.5006 -6.0759 0.5518
C 1.1145 -5.0473 -0.6038
C 1.0940 -5.7071 -2.0137
C 0.1788 -6.8937 -2.2664
C 2.6318 -6.6683 3.2338
C 1.6047 -7.8449 3.2796
C 2.0056 -9.0218 4.1753
C 1.6861 -8.7491 5.6109
C 0.9522 -4.3217 3.0337
C 1.5782 -3.6086 4.2563
C 0.7966 -2.3274 4.6866
C -0.3736 -2.5087 5.6819
H 3.9930 -2.0121 -0.1261
H 4.1263 -2.9702 -1.5951
H 5.4495 -1.9767 -1.1367
H 5.5993 -3.1262 0.9033
H 6.2223 -4.1541 -0.4787
H 4.9676 -5.8076 0.4753
H 3.7626 -5.1379 -0.3539
H 3.1578 -3.4000 1.5750
H 4.2243 -4.3618 2.6195
H 0.6185 -6.6655 0.8014
H 2.2692 -6.7532 0.1796
H 1.7547 -4.1700 -0.5106
H 0.1658 -4.5969 -0.3118
H 2.1367 -5.9759 -2.1823
H 0.9161 -4.8782 -2.6989
H -0.8544 -6.5480 -2.2358
H 0.3290 -7.5709 -1.4256
H 0.2823 -7.2889 -3.2770
H 2.7390 -6.2775 4.2456
H 3.6611 -6.8620 2.9318
H 1.4652 -8.3607 2.3296
H 0.5850 -7.5233 3.4915
H 3.0668 -9.2142 4.0171
H 1.4483 -9.9105 3.8791
H 2.1799 -7.8600 6.0030
H 1.8396 -9.5517 6.3323
H 0.6402 -8.4943 5.7821
H 0.0062 -4.8368 3.2007
H 0.5089 -3.5959 2.3520
H 2.6163 -3.3269 4.0799
H 1.7633 -4.2679 5.1043
H 0.3314 -1.9726 3.7669
H 1.6189 -1.6943 5.0198
H -0.9330 -1.6137 5.9542
H -0.0070 -2.8575 6.6474
H -1.1252 -3.2238 5.3476
Cl 0.3062 2.6252 -3.7862
O 0.2879 1.6302 -2.7155
O 1.0603 2.1263 -4.9157
O -0.9732 3.0249 -4.2280
O 0.9698 3.8308 -3.3248
C 9.5506 7.9512 -4.7703
C 8.2283 7.8409 -4.5452
C 7.4349 9.0739 -4.2173
O 6.3885 9.0194 -3.7178
C 8.1415 10.3366 -4.4552
C 9.4744 10.4462 -4.5464
C 10.3445 9.2618 -4.7819
O 11.5654 9.2229 -4.6589
O 10.0987 11.6380 -4.4648
O 7.4890 6.6916 -4.4916
H 10.0055 7.0046 -5.0222
H 7.5203 11.1938 -4.2412
H 10.9902 11.5303 -4.8042
H 6.6566 6.9063 -4.0645
C 0.1966 6.9464 6.7007
C -0.5885 7.6913 7.4745
C -1.8809 8.3210 7.0220
O -2.6547 8.8450 7.8299
C -2.0310 8.1662 5.5399
C -1.2145 7.3590 4.7231
C -0.0146 6.6294 5.2365
O 0.7831 5.9542 4.6464
O -1.3823 7.0617 3.3750
O -0.3714 7.8017 8.8173
H 1.0090 6.4059 7.1636
H -2.8701 8.7182 5.1429
H -0.6493 6.5051 3.1021
H -1.1624 8.0841 9.2822
O 0.2380 2.5798 -11.3298
H 0.7690 2.7614 -12.1052
H 0.8686 2.2944 -10.6686
```

Question: Which formula does entry 2 have?
Answer: C37H64ClNO14P

Question: Number 2 is which compound?
Answer: C37H64ClNO14P